Below is a structure of composition C25H72BF3HgNO11S at a distorted geometry, with properties calculated with ωB97M-V/def2-TZVPD.

Each line ends with the Löwdin charge.
Positions of all 115 atoms, in Å:
Hg 3.7578 1.4106 -0.5827  1.210
N 0.2894 3.2459 -3.8820  0.319
H -0.5478 3.3973 -4.4483  0.156
H 0.5580 4.1754 -3.5523  0.150
H 1.0353 2.7054 -4.3267  0.146
H -0.0542 2.8122 -2.9990  0.076
B 3.6876 1.8699 -2.9362  -0.430
H 4.7969 1.6931 -2.6094  -0.029
H 3.1737 2.6317 -2.2019  -0.053
H 3.6371 2.2354 -4.0275  -0.008
H 3.1593 0.8385 -2.8920  -0.040
C -0.8101 0.2588 0.4855  -0.668
F 0.0036 -0.2402 1.4015  0.144
F -1.6778 -0.6965 0.1835  0.143
F -1.3878 1.3844 0.8190  0.160
S 0.1896 0.5891 -1.0900  0.569
O -0.4330 1.7893 -1.6404  -0.323
O 1.5555 0.7501 -0.6287  -0.373
O -0.0057 -0.5659 -1.9442  -0.299
C 5.7346 -1.4684 -2.3039  -0.019
C 5.2891 -1.6960 -0.8399  -0.447
C 6.3003 -1.3245 0.1793  -0.054
O 4.0526 -0.9671 -0.6248  -0.170
H 6.4468 -0.6441 -2.3225  0.081
H 4.8584 -1.2570 -2.9114  0.079
H 6.1791 -2.3960 -2.6652  0.085
H 5.0321 -2.7517 -0.7077  0.126
H 5.8997 -1.4402 1.1874  0.073
H 6.7176 -0.3158 0.1021  0.089
H 7.1454 -2.0081 0.0690  0.101
H 3.2863 -1.4996 -0.9472  0.072
C 1.2061 4.2413 2.1397  -0.033
C 1.6756 3.9639 0.7063  -0.450
C 1.8849 5.2553 -0.0754  -0.034
O 2.9087 3.2195 0.7921  -0.129
H 0.2394 4.7392 2.1017  0.089
H 1.9637 4.8616 2.6371  0.093
H 1.1776 3.3658 2.7920  0.078
H 0.8848 3.3567 0.2584  0.116
H 2.5428 5.1072 -0.9286  0.077
H 2.3493 5.9798 0.6002  0.087
H 0.9189 5.6970 -0.3213  0.085
H 3.2971 3.4372 1.6459  0.080
C -5.0197 4.2320 1.6391  -0.067
C -4.0011 5.0260 0.8348  -0.501
C -2.9331 4.1722 0.2406  -0.069
O -4.7351 5.7110 -0.1792  -0.046
H -5.7593 4.8462 2.1521  0.079
H -4.5968 3.5554 2.3970  0.075
H -5.5510 3.4704 1.0586  0.085
H -3.5589 5.7505 1.5314  0.135
H -2.2207 3.8111 0.9843  0.065
H -2.4235 4.6798 -0.5808  0.078
H -3.2966 3.2285 -0.1812  0.084
H -5.3007 6.3772 0.2172  0.090
C -2.9638 -1.3628 -3.7604  -0.052
C -2.0074 -2.5121 -4.0905  -0.491
C -2.3204 -3.1455 -5.4354  -0.054
O -0.6755 -1.9807 -4.1933  -0.074
H -2.9829 -0.7069 -4.6303  0.084
H -2.6095 -0.7798 -2.9067  0.057
H -3.9012 -1.8041 -3.4167  0.068
H -2.0835 -3.2431 -3.2766  0.126
H -2.2619 -2.4059 -6.2305  0.083
H -3.3542 -3.5066 -5.4292  0.082
H -1.7205 -4.0444 -5.5637  0.081
H -0.5021 -1.5126 -3.3576  0.016
C 2.7138 -4.5716 -0.4991  -0.044
C 1.5197 -3.7975 -1.0974  -0.443
C 0.2566 -4.1543 -0.3320  -0.049
O 1.7567 -2.3996 -0.9031  -0.089
H 2.4142 -5.6020 -0.3183  0.081
H 2.9110 -4.1150 0.4749  0.084
H 3.6073 -4.5493 -1.1194  0.070
H 1.4707 -4.0722 -2.1535  0.144
H 0.0529 -5.2174 -0.1693  0.084
H -0.6861 -3.8276 -0.7791  0.074
H 0.3656 -3.7517 0.6783  0.084
H 1.0431 -1.9461 -1.3862  0.049
C -5.0807 -3.7781 -0.9906  -0.044
C -4.8359 -3.0300 0.3125  -0.497
C -4.7707 -1.5159 0.1870  -0.047
O -5.7538 -3.4558 1.3144  -0.041
H -6.1577 -3.7469 -1.1912  0.087
H -4.9020 -4.8542 -0.9704  0.080
H -4.5189 -3.3508 -1.8192  0.052
H -3.8453 -3.3607 0.6595  0.128
H -5.7773 -1.1025 0.0641  0.090
H -4.1820 -1.1641 -0.6604  0.061
H -4.4052 -1.0670 1.1094  0.045
H -5.2698 -3.3077 2.1375  0.054
C -1.8699 -2.3686 3.9538  -0.043
C -3.1250 -1.5513 4.1566  -0.456
C -3.0621 -0.2235 3.4015  -0.058
O -4.3250 -2.2401 3.7718  -0.058
H -0.9615 -1.7771 4.0876  0.075
H -1.7504 -2.7178 2.9229  0.078
H -1.8190 -3.2306 4.6173  0.083
H -3.2844 -1.3753 5.2261  0.138
H -4.0347 0.2705 3.3610  0.083
H -2.7046 -0.2599 2.3735  0.039
H -2.3468 0.4571 3.8766  0.085
H -5.0470 -1.6274 3.9412  0.095
C 2.3963 0.4401 3.5632  -0.036
C 3.7635 0.8848 3.0379  -0.417
C 4.9047 0.2426 3.8346  -0.042
O 3.9078 0.4041 1.6758  -0.150
H 1.5117 0.5711 2.9401  0.059
H 2.1353 1.0378 4.4441  0.091
H 2.4257 -0.6039 3.8775  0.089
H 3.9052 1.9587 2.9314  0.121
H 5.9045 0.3633 3.4255  0.084
H 4.7378 -0.7945 4.1212  0.087
H 4.8956 0.8332 4.7628  0.092
H 3.7770 -0.5517 1.6331  0.090

Calculated values
Energy, Eh: -2753.840675
2S+1: 1
Net charge: +1
Max |F|, eV Å⁻¹: 2.858